C20H35CuN2O7PS as an isolated structure in a non-equilibrium geometry. Source: the Open Molecules 2025 dataset; level of theory: ωB97M-V/def2-TZVPD.

```
67
Properties=species:S:1:pos:R:3:forces:R:3
C 5.600 -0.783 -0.528 -0.878 0.769 -0.461
C 4.836 0.551 -0.250 0.591 -1.524 0.258
O 5.127 1.144 0.747 -0.187 0.796 0.051
O 3.854 0.955 -1.117 1.338 0.291 0.196
C 3.694 2.400 -1.077 -1.504 0.920 -0.039
C 2.600 2.848 -0.023 0.969 -0.630 -0.978
C 1.212 2.603 -0.681 -0.169 0.142 -0.122
C -0.003 3.213 0.116 0.249 -0.578 0.820
C -1.163 2.153 0.340 1.930 1.584 0.778
C -1.641 1.848 -1.127 -1.169 -0.669 0.226
C -2.996 1.061 -1.281 0.179 -0.083 -1.025
C -2.821 -0.498 -1.441 -0.081 0.421 0.078
C -3.073 -1.003 -2.898 0.139 0.033 0.509
S -3.823 -2.696 -3.006 0.636 -0.348 -0.123
C -2.506 -3.867 -2.859 2.896 -1.888 -0.429
N -1.752 -4.424 -3.804 -1.765 1.964 -1.285
N -0.830 -5.241 -3.310 0.280 -0.464 2.599
C -1.000 -5.226 -1.973 -0.530 0.559 -2.987
O -2.018 -4.413 -1.693 -0.840 0.649 2.225
C -2.266 2.515 1.395 -0.646 -1.019 -2.528
C -2.564 1.075 1.966 -0.551 -0.072 0.770
C -1.122 0.413 2.051 -1.178 -0.477 -0.830
C -0.955 -1.098 1.625 0.049 0.167 0.298
C 0.240 -1.372 0.659 0.627 -1.785 0.597
C 1.656 -1.092 1.274 0.040 0.944 -0.755
C 0.193 -2.939 0.325 -0.021 1.109 -0.554
P -0.670 0.685 3.849 0.715 2.074 1.919
O -1.230 1.948 4.364 0.025 -0.656 -0.733
O -1.250 -0.553 4.783 1.187 0.408 -1.530
O 0.970 0.747 4.089 -1.547 -1.471 -0.385
O -0.423 1.137 1.053 0.608 -0.296 -0.151
H 5.204 -1.527 0.194 0.265 0.312 -0.585
H 6.658 -0.575 -0.273 -0.691 -0.206 -0.242
H 5.484 -1.109 -1.584 0.121 0.018 0.806
H 4.653 2.939 -0.959 -0.422 -0.659 0.163
H 3.271 2.667 -2.074 0.569 -0.314 0.554
H 2.772 2.217 0.881 -0.419 0.656 -0.499
H 2.813 3.912 0.220 -0.425 -0.609 -0.069
H 1.123 1.497 -0.833 -0.082 0.774 0.342
H 1.208 3.033 -1.717 0.142 -0.185 0.770
H 0.388 3.448 1.136 -0.478 0.126 -0.745
H -0.354 4.136 -0.391 0.085 -0.492 0.457
H -0.876 1.293 -1.734 -0.234 0.361 0.716
H -1.739 2.843 -1.627 -0.045 -0.687 0.517
H -3.735 1.265 -0.482 0.642 0.024 -0.462
H -3.469 1.443 -2.227 0.197 -0.286 0.743
H -1.797 -0.807 -1.133 -0.723 0.119 -0.075
H -3.544 -1.008 -0.770 0.460 0.156 -0.531
H -3.755 -0.344 -3.484 0.242 -0.539 0.520
H -2.078 -1.047 -3.453 -0.087 -0.246 0.014
H -0.408 -5.772 -1.225 -0.706 0.508 -0.311
H -1.982 3.289 2.128 0.053 -0.751 -0.266
H -3.094 2.885 0.737 0.130 -0.081 1.125
H -3.147 1.144 2.915 0.860 -0.053 -0.443
H -3.207 0.401 1.356 0.509 0.731 -0.194
H -1.892 -1.485 1.163 0.479 0.290 0.328
H -0.773 -1.718 2.539 -0.240 0.257 -0.755
H 0.189 -0.847 -0.315 -0.278 0.056 0.802
H 1.668 -0.157 1.878 0.064 -0.765 -0.268
H 2.346 -0.890 0.414 -0.403 -0.225 0.693
H 2.094 -1.955 1.822 -0.555 0.586 -0.085
H -0.037 -3.032 -0.760 -0.002 -0.256 0.741
H -0.597 -3.435 0.930 0.670 0.046 -0.465
H 1.200 -3.378 0.481 -0.767 0.018 0.033
H -0.693 -1.348 4.718 -0.418 0.075 0.138
H 1.262 -0.106 4.458 0.332 0.491 -0.142
Cu -1.034 0.033 -4.497 -0.238 -0.117 0.265
```
Forces are in eV/Å.

Properties
E_tot, eV: -103374.4248
Orbital gap, eV: 5.1592
Highest occupied orbital energy, eV: -11.90
Net charge: +1
Spin multiplicity: 1

Here are the Mulliken charges for atoms 1 to 2, given in e:
1. C -1.012
2. C 0.744

A 7-piece molecular cluster, C35H56BBrN5O23 overall in a non-equilibrium geometry. Source: the Open Molecules 2025 dataset; level of theory: ωB97M-V/def2-TZVPD.

```
121
Properties=species:S:1:pos:R:3:forces:R:3
C -1.888 -0.732 0.560 -0.498 0.236 -0.972
C -1.486 0.000 -0.733 0.234 0.263 1.225
C -0.699 1.267 -0.432 -0.227 -1.084 0.571
O -1.549 2.428 -0.405 -0.341 -0.255 0.216
N -1.137 3.587 -1.060 -0.454 1.387 -0.669
C 0.301 3.965 -0.882 0.888 -0.937 0.820
C 0.984 3.551 0.422 0.104 0.372 0.874
C 1.561 4.723 1.235 0.112 -0.232 -0.876
C 2.952 5.124 0.806 1.217 1.834 1.361
O 3.634 5.906 1.455 -1.162 -1.839 -1.371
O 3.418 4.573 -0.344 0.683 0.583 -0.072
C -2.054 4.631 -0.454 -0.071 0.010 1.264
B -1.779 4.998 1.092 0.307 0.541 0.246
N -1.863 6.365 1.510 -0.326 -0.543 -0.777
O -1.481 4.053 2.018 -0.302 -0.515 -0.090
C -3.557 4.202 -0.577 -0.093 -0.371 0.492
Br -4.548 5.916 -0.711 -0.021 0.035 -0.304
C -4.138 3.501 0.658 -0.504 -0.494 -0.330
C -5.395 2.748 0.336 -0.384 0.082 -0.055
N -6.508 3.180 0.735 -0.069 0.174 0.136
N -3.817 3.409 -1.740 0.694 0.237 -0.564
C -2.942 3.837 -2.820 -0.481 0.212 0.823
C -1.432 3.583 -2.576 -0.819 -0.207 -1.916
C -1.053 2.251 -3.234 -1.366 0.349 -0.214
C -1.217 2.188 -4.722 0.209 0.312 -0.030
N -0.222 1.844 -5.421 0.136 0.034 -0.056
C -0.743 4.734 -3.331 1.026 -0.344 0.261
C 0.638 4.501 -3.949 0.600 1.528 -0.524
O 1.189 5.417 -4.536 -0.614 -1.276 0.756
H -2.826 -1.238 0.379 -0.314 -0.285 0.267
H -2.003 -0.030 1.372 -0.112 0.083 0.362
H -1.141 -1.464 0.797 0.277 -0.225 0.401
H -0.782 -0.639 -1.243 -0.025 -0.287 -0.659
H -2.352 0.206 -1.349 -0.132 -0.018 -0.311
H 0.119 1.345 -1.134 -1.711 0.186 1.644
H -0.230 1.134 0.532 -0.124 0.209 0.574
H 0.424 5.028 -0.985 -0.470 0.516 -0.301
H 0.834 3.442 -1.663 -0.154 0.372 -0.226
H 1.825 2.918 0.181 0.037 -0.427 -0.157
H 0.360 2.984 1.091 -0.390 -0.063 -0.116
H 0.980 5.632 1.134 -0.385 0.192 0.217
H 1.613 4.469 2.281 0.016 0.036 0.380
H 2.739 4.485 -1.019 -0.092 -0.329 0.080
H -1.933 5.555 -0.993 0.306 0.069 -0.603
H -1.957 7.020 0.749 -0.263 0.303 0.114
H -2.568 6.544 2.211 0.280 0.320 0.342
H -1.391 4.452 2.887 0.124 0.009 0.283
H -4.450 4.200 1.416 0.308 0.389 0.350
H -3.448 2.774 1.059 0.489 -0.010 0.134
H -5.314 1.815 -0.213 0.154 -0.226 -0.185
H -7.263 2.559 0.456 -0.122 -0.062 0.007
H -3.613 2.434 -1.554 -0.280 -0.102 0.297
H -3.270 3.383 -3.742 0.126 -0.290 -0.229
H -3.117 4.896 -2.953 -0.091 0.391 0.019
H -0.037 1.957 -3.008 -1.579 0.539 -1.204
H -1.689 1.478 -2.810 -0.199 -0.185 0.053
H -2.171 2.427 -5.182 -0.318 -0.010 -0.043
H -0.465 1.814 -6.409 0.031 -0.059 -0.082
H -0.634 5.631 -2.738 -0.112 0.335 0.213
H -1.372 5.044 -4.153 -0.294 -0.076 -0.330
H 1.140 3.527 -3.841 -0.084 -0.017 -0.081
C 2.130 -4.776 0.811 0.015 -0.176 0.043
C 0.730 -4.786 1.384 0.031 -0.216 -0.089
O 0.532 -3.397 1.712 0.134 0.041 -0.062
C 1.357 -2.662 0.938 -0.052 -0.231 0.045
O 1.312 -1.474 0.844 0.036 0.264 -0.078
O 2.233 -3.446 0.279 0.017 0.006 0.022
H 2.278 -5.514 0.028 0.014 0.142 -0.136
H 2.899 -4.908 1.574 -0.011 0.054 0.009
H -0.020 -5.086 0.653 -0.019 0.032 0.010
H 0.628 -5.410 2.264 -0.082 0.172 0.127
C -2.262 -7.918 4.852 -0.003 -0.027 0.168
C -1.474 -6.627 4.907 -0.164 -0.095 -0.066
O -0.915 -6.565 3.579 -0.083 -0.051 0.105
C -1.695 -7.297 2.757 -0.018 0.030 0.077
O -1.593 -7.308 1.570 0.024 0.020 -0.136
O -2.598 -8.011 3.456 0.046 0.024 0.034
H -3.160 -7.899 5.462 -0.118 0.000 -0.167
H -1.664 -8.788 5.126 0.027 0.007 -0.058
H -2.106 -5.754 5.064 0.013 0.020 -0.023
H -0.697 -6.638 5.651 0.220 -0.010 -0.039
C 3.964 0.828 -3.617 0.381 0.089 -0.125
C 4.367 1.479 -2.312 0.553 -0.214 -0.143
O 3.124 2.057 -1.875 -0.722 0.084 -0.005
C 2.119 1.378 -2.453 2.499 -0.702 -0.739
O 0.966 1.536 -2.160 5.085 -1.041 -1.031
O 2.566 0.540 -3.390 -0.502 0.276 0.464
H 4.516 -0.080 -3.833 -0.207 -0.122 0.045
H 4.048 1.506 -4.466 -0.076 0.023 0.028
H 4.700 0.757 -1.566 -0.138 0.007 0.038
H 5.128 2.241 -2.437 -0.180 0.168 0.015
C 1.408 -3.254 6.137 0.098 0.111 -0.049
C 2.288 -3.915 7.178 0.140 0.064 -0.037
O 1.330 -4.588 8.003 0.009 0.040 -0.085
C 0.217 -4.802 7.272 0.048 0.092 0.151
O -0.698 -5.483 7.608 -0.013 -0.011 0.047
O 0.280 -4.137 6.092 0.049 0.005 -0.002
H 1.875 -3.180 5.159 -0.125 -0.121 -0.068
H 1.065 -2.265 6.445 -0.017 -0.018 0.041
H 2.962 -4.657 6.746 -0.034 -0.020 -0.015
H 2.867 -3.207 7.764 -0.100 -0.043 0.155
C 7.399 5.657 -4.170 -0.014 0.188 -0.007
C 5.981 5.343 -3.737 -0.034 0.210 0.068
O 5.829 3.985 -4.178 -0.103 0.064 0.085
C 7.063 3.428 -4.268 0.132 0.177 -0.017
O 7.253 2.268 -4.436 -0.071 -0.244 0.060
O 8.021 4.365 -4.132 -0.135 -0.038 -0.028
H 7.909 6.345 -3.502 0.117 -0.143 0.054
H 7.451 6.041 -5.189 -0.024 -0.048 -0.012
H 5.857 5.378 -2.653 0.038 -0.032 -0.002
H 5.236 5.982 -4.203 -0.055 -0.152 -0.107
C -4.101 -10.210 0.039 -0.051 0.121 0.009
C -2.713 -10.286 0.637 0.058 0.094 0.017
O -2.593 -11.680 0.948 -0.079 0.059 -0.067
C -3.443 -12.370 0.146 0.011 0.081 0.010
O -3.463 -13.549 0.039 -0.004 -0.123 -0.013
O -4.267 -11.518 -0.517 0.052 0.052 0.055
H -4.193 -9.452 -0.734 -0.021 -0.127 -0.125
H -4.873 -10.047 0.793 0.022 -0.030 0.026
H -1.935 -10.015 -0.077 -0.017 -0.016 -0.022
H -2.602 -9.682 1.529 0.028 -0.133 0.107
```
Forces are in eV/Å.

Properties
E_tot, eV: -162456.7318
Orbital gap, eV: 9.7621
Highest occupied orbital energy, eV: -11.84
Net charge: +1
Spin multiplicity: 1

Here are the Mulliken charges for atoms 1 to 2, given in e:
1. C -1.022
2. C -0.861

An isolated molecule of C4H10O2 in a non-equilibrium geometry. Source: the Open Molecules 2025 dataset; level of theory: ωB97M-V/def2-TZVPD.

```
16
Properties=species:S:1:pos:R:3:forces:R:3
C -1.500 -1.453 0.368 -0.033 -0.182 -0.074
O -0.834 -0.205 0.420 0.199 -0.090 -0.156
C -0.087 0.179 -0.714 2.300 -0.472 0.289
C -0.063 1.700 -0.705 0.271 -0.143 -0.160
C 1.458 -0.437 -0.647 -0.282 0.641 0.243
O 1.582 -1.094 0.573 0.278 0.167 0.595
H -2.430 -1.372 -0.210 0.154 -0.028 0.025
H -0.855 -2.224 -0.065 -0.094 0.007 0.052
H -1.741 -1.731 1.400 0.031 0.049 -0.232
H -0.173 -0.411 -1.592 -2.495 0.238 -1.285
H -1.032 2.217 -0.628 0.143 -0.598 -0.145
H 0.458 2.073 -1.587 0.051 0.066 0.049
H 0.514 1.978 0.188 -0.060 0.124 -0.217
H 1.762 -1.172 -1.439 -0.855 0.629 0.347
H 2.127 0.424 -0.775 0.209 -0.049 0.290
H 0.861 -0.695 1.088 0.184 -0.361 0.380
```
Forces are in eV/Å.

Properties
E_tot, eV: -8403.4189
Energy above the lowest of the compared OMol25 structures with the same formula, charge and spin, kJ/mol: 205.3
Structure (SMILES): CO[C@@H](C)CO
Orbital gap, eV: 10.4122
Highest occupied orbital energy, eV: -9.38
Spin multiplicity: 1

Here are the Mulliken charges for atoms 1 to 2, given in e:
1. C -0.694
2. O -0.455

C11H28BaF2NO14S3 as an isolated structure in a non-equilibrium geometry. Source: the Open Molecules 2025 dataset; level of theory: ωB97M-V/def2-TZVPD.

```
60
Properties=species:S:1:pos:R:3:forces:R:3
Ba 1.255 -0.590 -1.756 2.044 0.345 -3.314
N 0.203 -4.165 -2.418 -0.622 0.775 0.282
O 0.214 -5.398 -2.265 0.184 -0.457 -0.052
O -0.440 -3.658 -3.374 0.217 -0.229 0.416
O 0.756 -3.423 -1.571 -0.219 -0.378 -0.382
F 2.538 1.914 -2.459 -0.411 0.458 0.934
F -0.174 0.533 -3.954 -0.659 -0.082 0.756
O 2.670 -1.444 -4.101 -0.170 -0.208 1.075
C 3.997 -1.564 -3.762 -1.867 0.883 0.278
C 4.280 -2.130 -2.313 1.295 -0.998 1.104
O 3.863 -1.591 -1.067 -0.844 0.661 -1.406
H 4.460 -0.558 -3.882 0.547 0.104 0.403
H 4.467 -2.189 -4.558 0.797 -0.591 0.485
H 5.391 -2.251 -2.246 0.485 0.383 -0.361
H 4.023 -3.209 -2.304 -0.666 -0.099 -0.472
O 2.006 -2.756 2.649 -0.394 1.097 0.518
S 1.763 -1.376 2.287 1.809 -0.736 -1.008
O 1.297 -1.120 0.963 -0.475 0.198 0.955
O 0.742 -0.698 3.366 0.754 -0.843 -0.258
C -0.465 -1.459 3.516 -1.225 0.494 0.934
C -1.104 -0.968 4.827 -0.638 0.238 -0.663
C 3.267 -0.382 2.560 -1.364 -0.179 -0.044
H -0.380 -2.539 3.634 0.962 0.030 -0.384
H -1.090 -1.271 2.642 -0.121 -0.031 0.044
H -1.648 -0.029 4.690 0.353 0.205 -0.003
H -0.349 -0.847 5.600 0.010 -0.086 0.033
H -1.884 -1.659 5.155 0.229 -0.231 0.054
H 4.005 -0.749 1.847 -0.127 -0.229 -0.151
H 3.563 -0.474 3.602 0.064 -0.066 -0.026
H 2.994 0.640 2.297 0.071 0.027 0.017
O -1.433 -1.156 -1.523 -0.789 0.281 0.555
S -2.697 -1.751 -1.247 -0.319 -0.448 -1.137
O -2.816 -2.620 -0.096 -0.797 1.068 -0.639
O -3.865 -0.584 -1.207 0.191 -0.655 1.301
C -3.521 0.628 -1.915 0.345 -0.430 -0.409
C -4.617 1.643 -1.910 -0.962 0.668 0.094
C -3.212 -2.646 -2.733 1.110 0.086 0.811
H -3.341 0.273 -2.933 0.679 0.721 -0.023
H -2.663 1.081 -1.418 0.348 -0.276 -0.576
H -5.570 1.329 -2.346 0.085 -0.353 0.113
H -4.317 2.502 -2.515 0.328 -0.146 -0.085
H -4.823 2.071 -0.924 0.022 -0.299 0.123
H -2.816 -2.167 -3.627 0.113 0.322 0.223
H -4.281 -2.812 -2.807 -0.017 -0.161 0.408
H -2.568 -3.516 -2.566 -0.419 -0.382 -0.549
O 2.089 3.037 1.093 -0.711 0.092 0.176
S 0.835 2.892 0.389 0.613 0.029 -1.431
O 0.489 1.606 -0.139 -0.487 0.781 0.918
O -0.370 3.403 1.390 0.672 0.127 -0.199
C -0.265 2.993 2.793 0.294 -0.720 -1.809
C -0.853 4.076 3.633 0.681 -0.022 0.350
C 0.767 4.148 -0.936 0.864 -0.172 1.673
H 0.779 2.758 3.004 0.006 0.220 0.095
H -0.827 2.059 2.812 -0.009 -0.049 0.517
H -1.931 3.935 3.636 -0.044 0.535 0.392
H -0.530 5.055 3.279 -0.356 -0.009 -0.345
H -0.363 4.010 4.609 -0.674 -0.192 0.327
H -0.246 4.308 -1.282 0.042 -0.250 -0.253
H 1.540 3.818 -1.639 -0.373 -0.958 -0.566
H 1.210 5.036 -0.478 -0.455 0.138 0.182
```
Forces are in eV/Å.

Properties
E_tot, eV: -80641.7417
Orbital gap, eV: 1.4099
Highest occupied orbital energy, eV: 3.66
Net charge: -3
Spin multiplicity: 1

Here are the Mulliken charges for atoms 1 to 2, given in e:
1. Ba 1.744
2. N 0.899